[1]
This record from the OMol25 dataset describes a cluster of 2 separate species, C4H6O in total in a non-equilibrium geometry. The level of theory is ωB97M-V/def2-TZVPD.

Values from the calculation:
LUMO energy (alpha / beta) ... 1.114 / -2.365 eV
<S²> ... 2.01
Relative energy (zero: lowest compared OMol25 entry of this formula, charge and spin) ... 60.02 kcal/mol
HOMO energy (alpha / beta) ... -6.18 / -10.61 eV
Frontier orbital gap (alpha / beta) ... 0.2679 / 0.3030 Ha

ORCA input file:
```
! wB97M-V def2-TZVPD RIJCOSX def2/J DEFGRID3
* xyz 0 3
C -3.101 0.230 2.074
C -2.629 0.213 0.988
C 2.023 -0.287 -1.319
C 0.996 0.142 -0.386
O -0.157 -0.260 -0.339
H -3.112 0.076 3.205
H 2.795 -0.929 -0.808
H 2.827 0.393 -1.790
H -2.508 0.384 -0.014
H 1.238 0.949 0.403
H 1.627 -0.911 -2.014
*
```

[2]
This record from the OMol25 dataset describes a structure of composition C25H45AlClF5OPTe in a non-equilibrium geometry. The level of theory is ωB97M-V/def2-TZVPD.

Values from the calculation:
LUMO energy (alpha / beta) ... 0.559 / 0.558 eV
Relative energy (zero: lowest compared OMol25 entry of this formula, charge and spin) ... 0.00 kcal/mol
HOMO energy (alpha / beta) ... -4.20 / -4.20 eV
Frontier orbital gap (alpha / beta) ... 0.1750 / 0.1750 Ha

ORCA input file:
```
! wB97M-V def2-TZVPD RIJCOSX def2/J DEFGRID3
* xyz -1 1
Al -0.225 1.794 3.011
P -0.087 0.517 -0.320
Cl 1.247 2.984 1.931
C -1.374 0.982 1.565
H -1.487 -0.104 1.533
H -2.430 1.394 1.694
C 1.781 0.740 -0.737
C -0.812 2.166 -0.773
C 2.337 0.763 -2.176
H 1.998 1.712 -0.254
C 3.822 1.155 -2.185
H 2.248 -0.230 -2.646
H 1.787 1.468 -2.812
C 4.681 0.237 -1.315
H 4.210 1.149 -3.212
H 3.905 2.187 -1.823
C 4.095 0.026 0.096
H 4.788 -0.744 -1.801
H 5.690 0.655 -1.212
C 2.569 -0.311 0.066
H 4.640 -0.785 0.615
H 4.225 0.948 0.695
H 2.447 -1.316 -0.388
H 2.193 -0.347 1.105
C -0.635 -0.524 -1.813
C -2.315 2.000 -1.064
H -0.714 2.657 0.211
C -2.977 3.366 -0.887
H -2.486 1.641 -2.094
H -2.743 1.270 -0.364
C -2.316 4.423 -1.792
H -4.053 3.295 -1.099
H -2.876 3.656 0.168
C -0.786 4.485 -1.658
H -2.563 4.182 -2.836
H -2.753 5.405 -1.563
C -0.105 3.116 -1.739
H -0.377 5.153 -2.425
H -0.529 4.924 -0.686
H -0.139 2.744 -2.771
H 0.947 3.231 -1.443
C 0.102 -1.880 -1.870
H -1.693 -0.748 -1.563
C -0.599 -2.867 -2.823
H 1.140 -1.726 -2.220
H 0.150 -2.323 -0.862
C -0.818 -2.282 -4.233
H -0.004 -3.790 -2.895
H -1.570 -3.152 -2.387
C -1.401 -0.861 -4.207
H 0.145 -2.271 -4.768
H -1.488 -2.945 -4.796
C -0.662 0.072 -3.242
H -1.383 -0.438 -5.220
H -2.460 -0.907 -3.918
H 0.366 0.222 -3.608
H -1.150 1.051 -3.259
C 0.004 -2.809 1.720
C -1.275 -2.447 1.487
H 0.787 -2.482 1.028
C -2.411 -2.705 2.442
H -1.566 -1.910 0.559
C -1.899 -3.066 3.865
H -3.070 -1.817 2.520
H -3.037 -3.551 2.080
C -0.677 -3.995 3.820
H -1.624 -2.146 4.419
H -2.704 -3.566 4.430
C 0.474 -3.375 3.009
H -0.336 -4.231 4.839
H -0.993 -4.924 3.319
H 0.979 -2.643 3.650
H 1.218 -4.138 2.794
F 1.229 -1.427 5.918
Te 0.471 0.272 5.772
F 0.381 0.330 7.760
F -1.223 -0.694 5.901
F -0.999 2.962 4.039
F 2.337 0.784 5.877
O 0.429 0.354 3.820
*
```

[3]
This record from the OMol25 dataset describes a structure of composition C20H8F11IrN3O4S2Se in a non-equilibrium geometry. The level of theory is ωB97M-V/def2-TZVPD.

Values from the calculation:
LUMO energy (alpha / beta) ... -8.911 / -9.156 eV
<S²> ... 0.87
Relative energy (zero: lowest compared OMol25 entry of this formula, charge and spin) ... 19.42 kcal/mol
HOMO energy (alpha / beta) ... -15.17 / -15.27 eV
Frontier orbital gap (alpha / beta) ... 0.2300 / 0.2247 Ha

ORCA input file:
```
! wB97M-V def2-TZVPD RIJCOSX def2/J DEFGRID3
* xyz 2 2
Ir -0.369 -0.774 -1.065
C -1.879 3.372 -1.081
C -1.202 2.204 -1.437
N -0.911 1.274 -0.544
C -1.255 1.448 0.748
C -1.906 2.603 1.199
C -2.235 3.573 0.233
C -2.211 2.720 2.592
C -1.905 1.724 3.457
C -1.287 0.515 3.004
C -1.037 -0.599 3.828
C -0.465 -1.725 3.289
C -0.134 -1.745 1.930
N -0.371 -0.710 1.143
C -0.947 0.399 1.650
H -2.119 4.097 -1.845
H -0.886 2.030 -2.458
H -2.762 4.470 0.531
H -2.702 3.621 2.937
H -2.144 1.816 4.509
H -1.310 -0.562 4.875
H -0.271 -2.601 3.891
H 0.328 -2.617 1.488
F 0.737 -4.222 -0.283
C 0.448 -4.713 -1.497
F -0.450 -5.656 -1.393
F 1.539 -5.134 -2.082
S -0.200 -3.244 -2.457
O 0.846 -2.233 -2.191
O -0.514 -3.530 -3.799
N -1.444 -2.754 -1.544
S -2.598 -1.956 -2.364
O -3.249 -2.640 -3.404
O -2.031 -0.620 -2.615
C -3.795 -1.690 -0.938
F -4.864 -1.068 -1.357
F -3.165 -0.900 -0.040
F -4.094 -2.824 -0.356
F 6.450 2.759 0.798
C 5.478 2.180 0.161
C 5.739 1.496 -1.029
F 6.964 1.433 -1.499
C 4.695 0.897 -1.700
F 4.917 0.243 -2.823
C 3.375 0.963 -1.209
Se 2.002 0.240 -2.233
C 3.152 1.631 0.007
F 1.913 1.670 0.486
C 4.177 2.246 0.680
F 3.953 2.894 1.806
*
```

| no. | E (eV) |
| --- | --- |
| 1 | -6285.3995 |
| 2 | -77998.1900 |
| 3 | -153257.6158 |